Below is a structure of composition C41H31AsBrCsN2O4, with properties calculated with wB97M-V/def2-TZVPD.

Summary:
relative energy (zero: lowest compared OMol25 entry of this formula, charge and spin): 18.25 kcal per mole
charge: -2
HOMO level: -2.23 eV
calculated total energy: -6821.49516 Ha
2S+1: 1

XYZ file:
```
81
Properties=species:S:1:pos:R:3:forces:R:3
Cs -2.69747 0.16582 0.26200 1.05 -0.49 0.85
O -3.40180 -2.26851 -0.46723 -0.20 -0.70 -0.28
C -3.34982 -3.32774 0.23604 -0.07 0.03 0.02
C -4.49536 -4.16196 0.44928 0.18 0.09 -0.04
C -4.43087 -5.28633 1.23527 -0.16 -0.05 -0.02
C -3.24130 -5.67925 1.85951 0.05 0.02 0.02
C -2.11898 -4.88847 1.67881 0.10 0.01 0.01
C -2.14326 -3.73109 0.90176 -0.03 -0.05 -0.03
C -0.92538 -2.95004 0.61998 -0.13 -0.10 0.12
N 0.03159 -2.60717 1.38835 -0.01 0.16 -0.11
C -0.07139 -2.77149 2.82892 0.02 -0.10 -0.12
C 0.23560 -1.44612 3.51191 -0.10 -0.02 0.20
N -0.84471 -0.49888 3.26555 0.12 0.23 -0.05
C -0.56913 0.74701 3.27027 -0.17 -0.45 0.05
C 0.70247 1.42701 3.58810 0.08 0.11 -0.25
C 1.32071 1.29157 4.82358 -0.09 -0.10 0.03
C 2.40279 2.07865 5.19196 0.03 0.07 -0.07
C 2.83951 3.04901 4.28329 0.15 0.01 0.16
C 2.26050 3.19665 3.04601 -0.08 -0.18 -0.28
C 1.20337 2.33787 2.59616 -0.15 0.36 0.46
O 0.70544 2.39746 1.42908 0.03 -0.07 -0.11
H -5.41444 -3.85404 -0.03668 -0.01 -0.06 0.02
H -5.32923 -5.88389 1.36824 0.03 -0.01 0.02
H -3.19931 -6.57627 2.46533 0.01 0.01 -0.01
H -1.17604 -5.18109 2.13128 -0.03 -0.03 0.02
H -0.84478 -2.61255 -0.41782 0.04 -0.10 -0.03
H 0.66182 -3.52045 3.15529 -0.01 0.04 0.00
H -1.06421 -3.10626 3.14072 -0.02 0.00 0.05
H 1.20444 -1.05055 3.19482 0.02 -0.03 -0.04
H 0.29892 -1.63282 4.59186 0.00 -0.01 -0.02
H -1.41337 1.40577 3.04165 0.16 0.08 -0.11
H 0.91192 0.56629 5.52185 0.03 0.02 0.04
H 2.87642 1.97056 6.16028 -0.03 -0.02 -0.01
H 3.66420 3.70269 4.55888 -0.03 -0.01 0.01
H 2.61337 3.94962 2.34694 0.01 -0.01 0.04
C 5.05320 -0.06369 2.23058 0.03 -0.14 0.08
C 4.25750 -1.19385 2.08949 -0.05 -0.02 -0.03
C 3.10985 -1.14938 1.30866 0.13 0.04 0.08
C 2.76268 0.03243 0.66286 0.14 0.12 -0.29
C 3.55764 1.16174 0.79974 0.15 -0.13 0.12
C 4.70044 1.11056 1.58742 -0.04 0.13 -0.06
As 1.13783 0.10691 -0.39535 -0.78 0.10 0.29
C 1.65393 -1.10587 -1.82119 0.25 -0.09 -0.10
C 1.71207 -2.49154 -1.76335 0.03 -0.03 -0.08
C 2.03253 -3.21317 -2.90654 -0.01 -0.04 0.09
C 2.28424 -2.55395 -4.10467 0.00 -0.04 -0.01
C 2.22265 -1.17045 -4.16827 0.01 0.03 0.04
C 1.91272 -0.43840 -3.02400 -0.01 -0.10 -0.09
C 1.80380 1.03110 -2.94662 -0.01 0.04 -0.09
C 1.95292 1.90967 -4.01786 -0.01 0.07 0.10
C 1.78476 3.27045 -3.80844 0.03 0.03 -0.06
C 1.46064 3.75685 -2.54811 -0.07 0.06 0.21
C 1.29596 2.89220 -1.47062 0.07 -0.05 -0.19
C 1.48524 1.53068 -1.67769 0.09 -0.09 0.14
H 5.93717 -0.09860 2.85748 -0.01 0.01 -0.01
H 4.51530 -2.11658 2.59768 0.04 0.04 0.02
H 2.47175 -2.02146 1.22769 -0.03 0.04 -0.04
H 3.26451 2.08298 0.31444 0.02 0.03 0.03
H 5.30157 2.00330 1.71524 0.00 -0.01 0.00
H 1.49979 -3.00714 -0.83298 -0.01 0.04 -0.01
H 2.07233 -4.29551 -2.85968 0.01 0.02 -0.04
H 2.52315 -3.12713 -4.99321 0.00 0.02 0.00
H 2.41735 -0.66363 -5.10622 -0.01 -0.01 -0.01
H 2.19134 1.54532 -5.01012 -0.01 -0.03 0.01
H 1.89447 3.96171 -4.63628 0.00 -0.02 -0.01
H 1.31168 4.82001 -2.39629 0.02 -0.01 -0.06
H 1.02391 3.23929 -0.47842 0.01 0.00 -0.04
Br -3.41245 2.82916 -6.77130 0.00 0.01 -0.08
C -3.84870 2.80412 -4.91749 0.05 -0.06 0.19
C -4.99114 3.45128 -4.47727 -0.01 0.02 -0.12
C -5.29579 3.42595 -3.12642 -0.04 0.00 0.13
C -4.47474 2.78319 -2.20350 -0.16 0.12 -0.26
C -3.34032 2.14171 -2.68282 0.22 -0.17 -0.04
C -3.01768 2.13687 -4.03458 -0.10 0.10 -0.07
C -4.85468 2.78846 -0.71155 -0.25 0.04 -0.21
O -6.00480 3.16546 -0.43194 0.24 0.01 -0.05
O -3.94231 2.37502 0.04181 -0.58 0.93 0.10
H -5.63193 3.96215 -5.18463 0.00 0.00 0.01
H -6.18922 3.90413 -2.74450 0.01 0.00 -0.01
H -2.67229 1.60781 -2.01518 -0.14 0.34 -0.07
H -2.13107 1.62885 -4.38728 0.02 -0.01 -0.01
```
Forces are in eV/Å.

***

Below is a cluster of 6 separate species, C18H39F2NO13 in total, with properties calculated with wB97M-V/def2-TZVPD.

Summary:
relative energy (zero: lowest compared OMol25 entry of this formula, charge and spin): 35.27 kcal per mole
HOMO level: -6.50 eV
calculated total energy: -1941.34532 Ha
2S+1: 1

XYZ file:
```
73
Properties=species:S:1:pos:R:3:forces:R:3
N -0.24755 0.23868 -0.55919 2.76 -1.89 1.05
H -1.08955 0.79268 -0.80419 0.82 -0.06 0.73
H -0.05955 -0.42132 -1.35219 -0.50 0.40 0.67
H -0.21855 -0.40932 0.38781 -0.73 2.42 -2.99
H 0.66745 0.83068 -0.59619 -2.20 -0.28 0.19
O 0.15645 2.93368 -1.69119 0.14 -0.84 0.37
H 0.36745 3.79968 -2.05019 -0.15 -0.04 -0.08
C 2.59245 4.61868 -0.09119 -3.27 -5.85 -1.32
C 2.71845 3.34368 0.87881 -0.01 -0.47 -2.31
O 2.51045 3.90568 2.12781 0.44 -0.52 1.07
C 1.88845 5.06568 1.95981 -0.18 2.06 3.00
O 1.48245 5.79668 2.84181 0.16 -1.48 -0.61
O 1.85245 5.40268 0.72081 -1.71 2.94 -1.59
F 3.84645 2.57468 0.81881 1.26 1.18 0.28
H 2.17845 4.43668 -1.16619 -0.43 -0.28 2.42
H 3.45545 4.97768 -0.35119 5.48 2.53 -0.45
H 2.03445 2.55768 0.73681 -1.87 -0.21 -0.51
C -2.04955 2.66668 3.31981 4.33 9.20 -3.26
C -1.02155 3.19168 4.40481 -1.29 0.85 -0.80
O 0.10845 2.39668 4.05981 -0.23 2.14 3.45
C -0.10755 1.77968 2.94581 4.73 -2.10 -2.92
O 0.76845 1.20768 2.32381 -0.37 -0.18 0.91
O -1.26955 1.88568 2.46781 -2.41 0.86 -2.49
F -1.48555 3.09768 5.71681 0.39 -1.65 -0.83
H -2.61255 3.53768 2.84781 0.50 -1.81 0.50
H -2.38455 1.97868 3.78581 -7.01 -7.75 6.21
H -0.94655 4.26568 4.40281 1.43 0.34 -0.90
C 2.78445 -1.47032 0.55581 -0.62 1.13 3.37
O 2.61645 -0.76732 -0.58119 -1.27 3.08 -0.03
C 3.21545 -1.23032 -1.69119 1.07 2.75 -3.39
C 2.60445 -0.41232 -2.90219 12.50 5.88 4.14
O 1.50845 -0.78232 -3.17419 -12.64 -3.41 -3.03
C 0.67945 -0.02832 -4.14819 -0.41 -8.49 0.50
C -0.53955 -0.99632 -4.35319 0.37 3.17 -2.38
O -1.45855 -0.82532 -3.30819 3.92 2.03 -0.69
C -2.55255 -1.56232 -3.36719 2.90 -6.42 -1.78
H 2.06645 -0.95732 1.42481 2.11 -1.37 -2.12
H 3.85945 -1.49232 0.85081 -0.67 -0.02 0.27
H 2.42945 -2.42732 0.30781 -0.42 -1.97 0.58
H 2.94645 -2.20032 -1.89519 -0.24 -2.94 -0.22
H 4.30445 -1.03832 -1.79619 -0.26 -0.38 0.68
H 3.22745 -0.46632 -3.80519 1.17 0.13 0.13
H 2.78345 0.76968 -2.44319 -0.85 -2.40 -1.29
H 1.10045 0.18168 -5.05619 1.86 0.13 -2.26
H 0.49145 0.76568 -3.66519 -2.13 6.35 3.31
H -0.23955 -2.01732 -4.57619 0.15 -0.28 0.53
H -0.93355 -0.59132 -5.38219 -0.17 -0.78 1.68
H -3.00655 -1.62532 -4.30519 -0.95 -0.02 -1.53
H -3.06455 -1.22832 -2.65219 -5.31 2.85 5.21
H -2.33255 -2.63932 -2.92619 -0.30 1.21 -1.35
C -3.90355 0.35168 0.41081 -1.11 -4.21 -1.34
O -2.82155 -0.36932 0.98781 0.03 1.23 0.36
C -3.09655 -1.04332 2.22181 1.85 -3.11 -3.64
C -1.78855 -1.76732 2.58681 -2.04 2.50 7.87
O -1.36055 -2.46032 1.64081 2.61 -4.75 -5.38
C -0.35555 -3.45632 1.93981 -1.16 1.42 -1.26
C -0.27955 -4.17532 0.63281 5.65 3.68 0.57
O -0.03655 -3.23832 -0.40019 -0.29 -0.34 -1.38
C 0.26645 -3.89632 -1.66719 -1.76 2.47 0.29
H -3.69055 0.44368 -0.70119 -0.44 0.09 1.48
H -4.12655 1.22468 0.88181 0.05 3.04 1.16
H -4.90655 -0.23332 0.60981 1.66 0.55 -0.88
H -3.74555 -1.87732 1.83581 -0.21 0.65 1.29
H -3.41055 -0.50532 3.03881 -1.24 1.64 1.60
H -1.98755 -2.44632 3.56781 -0.29 1.18 -1.54
H -0.95455 -1.15932 2.98281 -0.42 1.01 0.11
H -0.72055 -4.15632 2.65081 -0.56 -0.51 1.08
H 0.56945 -3.01232 2.33681 -0.14 0.11 -0.46
H -1.01155 -4.80532 0.51181 -4.57 -3.08 -1.08
H 0.62245 -4.72932 0.69681 1.04 -1.31 0.12
H -0.56155 -4.55832 -1.95319 0.10 0.37 -0.27
H 1.12945 -4.44232 -1.59919 2.29 -1.80 0.56
H 0.54445 -3.09932 -2.40919 -0.94 -0.58 0.62
```
Forces are in eV/Å.

***

Below is the molecule C2H2N4O2, with properties calculated with wB97M-V/def2-TZVPD.

Summary:
relative energy (zero: lowest compared OMol25 entry of this formula, charge and spin): 158.70 kcal per mole
SMILES string: O=Cn1[nH]nnc1=O
HOMO level: -10.24 eV
calculated total energy: -446.71982 Ha
2S+1: 1

XYZ file:
```
10
Properties=species:S:1:pos:R:3:forces:R:3
O -0.32565 2.33816 -0.46620 -5.42 -7.85 -0.24
C -1.04425 1.13656 -0.45222 8.69 5.39 3.72
N -0.50899 0.08639 0.52263 1.84 -1.47 -3.74
N 0.97595 0.23059 0.82358 -2.44 7.76 0.25
N 1.74236 -0.77715 0.60481 -2.32 -1.23 0.41
N 1.00499 -1.79662 0.33131 0.11 0.65 -1.23
C -0.31399 -1.33702 -0.16528 1.54 -1.27 0.15
O -0.86070 -2.02476 -0.99487 -0.48 2.51 1.93
H -1.83630 0.71862 -0.99419 -1.47 0.19 -1.06
H 1.16656 1.42523 0.79042 -0.05 -4.68 -0.19
```
Forces are in eV/Å.